1.
This record from OMol25 describes a 14-piece molecular cluster, BF4H26O13 overall at a distorted geometry. The level of theory is ωB97M-V/def2-TZVPD.

Charge: -1
Gap between HOMO and LUMO in eV: 9.9
E_LUMO in eV: 2.35
Multiplicity: 1
Energy above the lowest of the compared OMol25 structures with the same formula, charge and spin in kJ/mol: 54.9
E_tot in eV: -38596.45593

Atoms and positions in Å:
F -0.4281 1.2126 -0.0126
F 0.3954 -0.1276 1.6426
F -0.3834 -0.9454 -0.2932
F 1.5846 0.0662 -0.2569
O 3.4520 1.5370 1.1960
O 0.2999 1.6351 -2.8932
O -2.1949 -3.6874 0.4654
O 0.5270 3.7198 -0.8798
O -3.2318 -1.0647 0.3872
O 1.0022 -1.9681 -2.5077
O -1.5062 -2.6024 -2.1681
O 3.3671 -0.5884 -2.2031
O -2.2802 0.2978 -1.8209
O 0.9513 1.9516 3.2862
O -1.5639 -1.5996 3.6576
O -1.9502 3.4977 0.7641
O 2.0053 -2.6599 2.1989
B 0.2964 0.0602 0.2659
H 0.0064 2.3984 -3.3905
H 0.4905 1.9767 -2.0195
H 1.1233 4.1947 -0.3008
H 2.7566 -0.2125 -1.5690
H -2.5608 -0.7677 1.0019
H -1.4900 -2.5262 3.4291
H -2.5505 -2.7989 0.4422
H 2.9870 0.8521 0.7155
H -0.0018 1.9429 3.3741
H -3.0460 -0.5861 -0.4207
H 1.1522 -2.3365 1.9092
H 1.1404 1.2577 2.6545
H 3.6228 2.2150 0.5423
H -1.7427 -3.7869 -0.3723
H -2.4543 3.2511 -0.0114
H -0.7059 -1.2313 3.4469
H -1.5505 2.6800 1.0605
H -0.5782 -2.5168 -2.3865
H 0.6977 -1.0630 -2.5745
H 1.9949 -2.5461 3.1493
H -1.6892 -1.8537 -1.6004
H -1.3999 0.2059 -1.4565
H -2.5595 1.1741 -1.5556
H 4.1666 -0.0718 -2.1018
H -0.1086 3.3147 -0.2898
H 1.9570 -1.9004 -2.5046

Results of the natural (NBO) charge analysis, in e, for atoms 1 through 2:
1. F -0.59
2. F -0.57


2.
This record from OMol25 describes C25H31F6N2PRe as an isolated structure at a distorted geometry. The level of theory is ωB97M-V/def2-TZVPD.

Charge: +3
Gap between HOMO and LUMO (spin up / spin down) in eV: 5.0 / 4.8
E_LUMO (spin up / spin down) in eV: -12.70 / -12.93
Multiplicity: 1
E_tot in eV: -57107.88248

Atoms and positions in Å:
Re -0.8153 -0.1024 0.4867
P -3.2672 -2.2835 -2.2319
F -2.5974 -0.8796 -2.6157
F -3.4344 -3.5247 -1.2991
F -1.9869 -2.9522 -2.8310
F -4.3235 -2.4518 -3.2970
F -4.0332 -1.4463 -1.1060
F -1.3303 -1.7302 -0.1697
N -2.1829 1.0569 -0.1934
N 0.1747 0.8036 -0.8632
C -0.5635 1.6072 -1.7442
C 3.5797 2.2242 -1.2193
C 2.2051 2.1599 -1.0225
C 1.4228 -2.0162 -2.7715
C -0.3980 -3.9429 3.2333
C 1.9350 -3.2298 2.5189
C 1.7708 -1.6784 -1.3233
C 1.4414 4.3881 -1.9885
C 1.6076 0.8832 -1.0117
C 1.4773 3.4600 -0.7694
C 0.4315 -3.0738 2.2778
C -1.8604 1.7551 -1.3876
C -4.0723 2.0065 -1.0204
C 4.3315 1.0764 -1.4076
C 0.8888 -0.5559 2.1099
C -0.8642 1.1260 2.5299
C -1.7903 0.0433 2.6622
C -3.0371 2.3316 -1.9025
C 0.4670 0.7889 2.2088
C 2.3510 -0.2975 -1.1721
C -1.3006 2.5413 2.7433
C -3.5309 1.2403 -0.0037
C -0.0026 -1.6308 2.3495
C -1.3634 -1.2821 2.5914
C 3.7215 -0.1660 -1.3794
H 0.7912 5.2429 -1.8104
H -5.1131 2.2748 -1.1137
H 2.5428 -2.7561 1.7473
H -0.4648 3.2313 2.6514
H -0.3915 -3.5448 4.2496
H -3.1159 2.9010 -2.8180
H 0.2082 -3.3941 1.2478
H 2.4369 4.7718 -2.2047
H 4.0705 3.1889 -1.2104
H 1.0593 -3.0383 -2.8584
H 1.1024 3.8807 -2.8938
H 2.1819 -4.2895 2.5011
H 0.4656 3.2974 -0.3768
H -4.0502 0.7882 0.8281
H -1.7038 2.6205 3.7559
H 5.3986 1.1495 -1.5700
H -2.0894 2.8436 2.0549
H 2.2297 -2.8394 3.4945
H 2.3035 -1.9142 -3.4056
H -1.4269 -4.0767 2.9003
H 0.0468 -4.9352 3.2728
H 2.0002 3.9677 0.0456
H -2.1005 -2.0708 2.6813
H 2.4978 -2.3931 -0.9292
H 0.6531 -1.3466 -3.1628
H -2.8312 0.2572 2.8717
H 1.1940 1.5789 2.0516
H 4.3135 -1.0580 -1.5388
H -0.0730 2.0060 -2.6217
H 1.9280 -0.7520 1.8802
H 0.8848 -1.8398 -0.7007

Results of the Mulliken charge analysis, in e, for atoms 1 through 2:
1. Re 0.14
2. P 1.09


3.
This record from OMol25 describes an isolated ion of composition C7H11FOP and charge +1 at a distorted geometry. The level of theory is ωB97M-V/def2-TZVPD.

Charge: +1
Gap between HOMO and LUMO in eV: 10.4
E_LUMO in eV: -3.42
Multiplicity: 1
Energy above the lowest of the compared OMol25 structures with the same formula, charge and spin in kJ/mol: 0.0
E_tot in eV: -21482.03626

Atoms and positions in Å:
P 1.2482 0.0622 -0.1651
F -0.3164 1.6590 1.2404
O 2.6500 -0.5075 0.1877
C -1.2907 -1.0083 0.0736
C -0.0322 -1.3615 -0.7303
C 0.3043 0.4906 1.4099
C -2.5472 0.9970 -1.1067
C -2.0617 0.0791 -0.5008
C 1.5571 1.4879 -1.3062
C -0.6832 -0.6100 1.4896
H -0.1795 -1.5462 1.7728
H 2.7005 -1.1788 0.9732
H 1.9030 2.1719 -0.4831
H -0.2870 -1.3280 -1.7587
H 1.9918 1.3618 -2.2912
H -3.1544 1.7746 -1.5006
H 0.9575 0.4697 2.2635
H 0.4086 1.8326 -1.5031
H -1.8825 -1.9718 0.0955
H -1.6233 -0.5150 2.2113
H 0.3369 -2.3593 -0.3718

Results of the natural (NBO) charge analysis, in e, for atoms 1 through 2:
1. P 1.72
2. F -0.32


4.
This record from OMol25 describes a 2-piece molecular cluster, C3H9OS overall at a distorted geometry. The level of theory is ωB97M-V/def2-TZVPD.

Charge: -1
Gap between HOMO and LUMO in eV: 6.8
E_LUMO in eV: 4.23
Multiplicity: 1
Energy above the lowest of the compared OMol25 structures with the same formula, charge and spin in kJ/mol: 46.2
E_tot in eV: -16140.57730

Atoms and positions in Å:
S 0.3104 -1.4839 0.7340
O -0.4470 -0.2608 3.5614
C 0.5818 0.5911 -1.1797
C -0.2769 -0.3520 -2.0519
C 0.3373 0.3453 0.3502
H 0.2689 1.6510 -1.2416
H -0.0213 -1.3886 -1.8970
H -0.5743 0.7878 0.7380
H -0.2127 -0.8276 2.7519
H 1.6202 0.4422 -1.3503
H 1.1904 0.7727 0.9790
H -0.1382 -0.0572 -3.0939
H -1.3000 -0.2599 -1.6684
H -1.3386 0.0401 3.3683

Results of the natural (NBO) charge analysis, in e, for atoms 1 through 2:
1. S -0.72
2. O -1.02


5.
This record from OMol25 describes one molecule with the formula C7H9N3O3 at a distorted geometry. The level of theory is ωB97M-V/def2-TZVPD.

Charge: 0
Gap between HOMO and LUMO in eV: 9.4
E_LUMO in eV: 0.73
Multiplicity: 1
Energy above the lowest of the compared OMol25 structures with the same formula, charge and spin in kJ/mol: 566.0
E_tot in eV: -18012.97183

Atoms and positions in Å:
O 3.6178 1.5879 0.3095
O -1.8690 1.6702 -0.0798
O 0.0989 0.7745 -1.4167
N -0.9537 0.7401 0.7181
N -1.7735 -0.3331 1.0505
N 2.9341 -0.5471 0.0123
C -2.9181 -0.3489 0.1956
C 1.2639 1.1523 0.6931
C 1.8707 -1.3896 -0.2054
C 0.2051 0.4365 -0.1141
C 0.5648 -1.0726 -0.1216
C 2.6807 0.8178 0.2055
C -2.9623 0.8327 -0.4253
H 3.8500 -0.7331 -0.4877
H -2.0934 -0.1112 2.0584
H -0.0977 -1.8781 -0.6115
H -3.6837 1.3753 -1.1426
H 1.1529 0.6767 1.6622
H 2.0211 -2.4126 -0.5727
H -3.5003 -1.1561 0.1219
H -0.6584 1.4620 -1.6496
H 1.1370 2.2429 0.8159

Results of the natural (NBO) charge analysis, in e, for atoms 1 through 2:
1. O -0.58
2. O -0.43


6.
This record from OMol25 describes one molecule with the formula C7H10O2 at a distorted geometry. The level of theory is ωB97M-V/def2-TZVPD.

Charge: 0
Gap between HOMO and LUMO (spin up / spin down) in eV: 7.6 / 7.0
E_LUMO (spin up / spin down) in eV: 0.07 / -0.06
Multiplicity: 1
Energy above the lowest of the compared OMol25 structures with the same formula, charge and spin in kJ/mol: 506.8
E_tot in eV: -11510.60371

Atoms and positions in Å:
O 1.3540 1.4835 0.9388
O -1.1938 1.3034 -1.4776
C 0.2768 -1.2884 -1.1310
C 1.0713 -0.4669 -0.3509
C 0.5851 0.7854 0.0483
C -0.7888 1.1755 -0.1296
C 2.3437 -0.9715 0.2784
C -1.8112 -0.1369 0.5132
C -2.7734 0.0193 1.2860
H -0.4125 -0.8784 -1.8495
H -2.1529 1.4177 -1.4817
H -1.0462 2.0645 0.4531
H 2.3045 -0.8862 1.3655
H 3.1951 -0.3761 -0.0569
H -3.6973 -0.2278 1.7563
H 0.5869 -2.3086 -1.3146
H -1.3027 -1.0260 0.0035
H 0.9366 2.3278 1.1420
H 2.5248 -2.0102 0.0067

Results of the natural (NBO) charge analysis, in e, for atoms 1 through 2:
1. O -0.66
2. O -0.70


7.
This record from OMol25 describes a 2-piece molecular cluster, C5H14 overall at a distorted geometry. The level of theory is ωB97M-V/def2-TZVPD.

Charge: 0
Gap between HOMO and LUMO in eV: 12.1
E_LUMO in eV: 1.08
Multiplicity: 1
Energy above the lowest of the compared OMol25 structures with the same formula, charge and spin in kJ/mol: 111.0
E_tot in eV: -5410.89956

Atoms and positions in Å:
C 1.0426 -1.9735 1.5308
C -0.0212 -0.8077 1.3921
C -0.0370 0.0255 2.7147
C -0.5821 0.6154 -2.9698
C -0.3694 2.0252 -2.3443
H 0.2062 -0.7089 3.5016
H 1.4551 -2.1655 0.5876
H 0.3873 -2.8044 1.9144
H -0.1158 0.5391 -3.9817
H 0.3293 -0.2709 0.5463
H -0.3902 1.8985 -1.2588
H -0.1362 -0.1833 -2.3418
H -1.0652 0.4062 2.9675
H -1.6713 0.2944 -3.0828
H -1.1156 2.5416 -2.7136
H 0.5648 2.5106 -2.5509
H -1.1047 -1.1183 1.1805
H 1.8900 -1.6062 2.1112
H 0.7334 0.7821 2.7969

Results of the natural (NBO) charge analysis, in e, for atoms 1 through 2:
1. C -0.62
2. C -0.39


8.
This record from OMol25 describes C29H35N5Ti as an isolated structure at a distorted geometry. The level of theory is ωB97M-V/def2-TZVPD.

Charge: -2
Gap between HOMO and LUMO (spin up / spin down) in eV: 3.1 / 3.1
E_LUMO (spin up / spin down) in eV: 4.80 / 4.80
Multiplicity: 1
Energy above the lowest of the compared OMol25 structures with the same formula, charge and spin in kJ/mol: 0.0
E_tot in eV: -61206.55098

Atoms and positions in Å:
Ti -0.1671 -0.2453 -0.1009
N 0.5177 0.6532 -1.8912
N -2.3436 -0.2027 0.0299
N 3.5624 0.1149 -0.5594
N 3.0003 0.1517 2.5391
N 0.6927 -1.6165 0.6011
C -4.9646 1.3529 2.9399
C -3.6662 1.8369 2.7888
C 0.3481 -4.0232 0.4146
C 4.4919 0.4169 0.5150
C 1.2753 2.0723 -4.2271
C -2.8217 1.3361 1.8174
C -2.0316 -1.8509 -1.6756
C 1.1748 -2.8846 1.0408
C -4.2202 -0.9455 -3.0925
C -3.4459 -1.9741 -3.6253
C -3.2365 0.3142 0.9402
C -4.5497 -0.1719 1.1102
C 3.9051 1.0206 1.7947
C -2.3450 -2.4111 -2.9046
C 0.6541 2.2624 1.8603
C 2.6453 -3.1022 0.6407
C -3.9067 -0.3657 -1.8779
C -2.7947 -0.8014 -1.1285
C 0.5594 1.7049 0.5718
C 1.0594 -3.0035 2.5715
C 1.2604 2.6905 -3.0015
C 1.3652 3.8945 -0.2580
C 0.5851 0.0529 -3.1225
C 1.0774 3.5574 2.1124
C 0.9413 0.6737 -4.2758
C 0.9125 2.0086 -1.8233
C 0.9428 2.5642 -0.5114
C 1.4325 4.3826 1.0257
C -5.3878 0.3407 2.0879
H -1.8167 1.7233 1.7024
H 1.6279 -2.2041 3.0507
H 5.0183 -0.5108 0.7836
H -1.1920 -2.2393 -1.0982
H 3.0766 0.9603 -0.8522
H 3.2755 -2.3361 1.0962
H -6.3882 -0.0692 2.1903
H 5.2581 1.1013 0.1273
H 2.7479 -3.0129 -0.4427
H -1.7207 -3.2076 -3.2949
H 1.7648 5.4029 1.1969
H 1.1410 3.9315 3.1297
H 2.8196 -0.5050 -0.2370
H -4.5017 0.4560 -1.5005
H 4.7394 1.3035 2.4529
H -3.6928 -2.4131 -4.5842
H -0.7010 -3.9118 0.6982
H 3.4381 -0.7537 2.6780
H 1.5475 2.6185 -5.1226
H 1.5320 3.7374 -2.9342
H 3.0137 -4.0864 0.9545
H 0.9607 0.1121 -5.2016
H 0.0137 -2.8840 2.8628
H 2.1551 -0.0231 1.9919
H 0.6986 -5.0124 0.7337
H 1.4256 -3.9699 2.9393
H 0.4158 -3.9650 -0.6749
H -5.0754 -0.5742 -3.6481
H -5.6232 1.7503 3.7032
H 3.3627 1.9383 1.5503
H 0.3134 -0.9988 -3.1345
H -4.9001 -0.9779 0.4777
H 0.3931 1.6433 2.7172
H 1.6538 4.5466 -1.0759
H -3.3033 2.6263 3.4384

Results of the natural (NBO) charge analysis, in e, for atoms 1 through 2:
1. Ti 1.62
2. N -0.71


9.
This record from OMol25 describes C29H39Cl2Cs2F12KMgN3O11PS as an isolated structure at a distorted geometry. The level of theory is ωB97M-V/def2-TZVPD.

Charge: +2
Gap between HOMO and LUMO in eV: 1.8
E_LUMO in eV: -6.41
Multiplicity: 1
E_tot in eV: -158300.78342

Atoms and positions in Å:
Cs -7.4830 -0.9941 0.1418
Cs 1.6499 -1.7494 1.0500
K 0.1366 -0.7159 -7.8458
Cl 4.7599 -3.8464 4.5752
Cl 7.5828 -1.7486 2.0066
S -0.4417 3.0520 2.6643
P -3.4586 1.7878 1.6812
Mg 2.8487 -2.2986 5.5593
F -1.8257 5.3007 3.0171
F 5.7490 -0.4282 0.1467
F 2.1611 3.3559 -0.9300
F 1.7574 3.8846 0.9675
F 4.5185 1.2816 -0.8871
F 3.1982 1.8698 2.1222
F -0.4800 5.4637 1.3624
F 0.2305 5.4371 3.3681
F 5.8244 1.1418 1.5416
F 3.0930 -0.2904 -0.1475
F 4.6864 -0.7105 1.9596
F 4.0067 3.0326 0.6219
O 0.5257 -1.5520 -2.4848
O -1.3989 2.6754 3.6742
O 0.7902 2.8423 3.3574
O 6.9513 -3.3119 1.6541
O -2.2681 3.6710 0.2888
O 2.2122 -0.6983 -3.6612
O 4.7050 -3.3837 2.2571
O 0.7813 -3.9487 -7.0265
O 5.3243 -3.2918 0.1120
O -7.2651 3.2572 3.1968
O -0.4883 -2.2170 -6.8718
N -3.3158 1.6842 -1.6958
N 0.4975 2.1732 0.0291
N 0.6053 -2.7914 -6.8325
C 3.0144 -8.5708 -1.0957
C 5.0577 -7.9003 0.6596
C -0.6978 0.6013 1.7368
C -0.6535 4.9031 2.5547
C 1.6968 -0.6090 2.9353
C -2.0530 4.3585 -0.9279
C 5.0387 0.2225 1.0565
C 3.0951 2.0424 0.8008
C -2.2368 1.3399 -0.7796
C 4.4126 -6.9076 -0.0631
C 4.6766 -9.2264 0.5103
C -0.9560 1.1430 -1.6758
C 1.3194 0.9879 -2.2022
C -2.0182 2.2983 0.4520
C 0.7612 0.0489 2.2632
C 1.8085 -1.9491 -6.5085
C 0.4057 1.0298 -0.9422
C 5.5594 -3.3163 1.3421
C 3.3911 -7.2429 -0.9384
C 3.6558 -9.5624 -0.3684
C 1.3679 -0.4878 -2.8433
C -3.2594 5.2933 -1.1693
C -4.9580 1.0716 0.8291
C -4.1496 3.3147 2.4470
C -8.4490 2.5489 3.5442
C -4.9181 -0.5279 0.6340
C -0.6007 2.0390 1.1501
C 1.8062 2.7152 0.2964
C 3.8256 0.8330 0.1566
H -2.9501 6.0427 -1.8981
H 2.6844 -2.5860 -6.5045
H -1.1376 0.3107 -2.3510
H -3.5106 5.8112 -0.2438
H 3.3606 -10.5971 -0.4864
H -2.9947 2.0755 -2.5677
H -0.8836 2.0344 -2.3133
H 4.7093 -5.8710 0.0567
H -1.9430 3.7883 -1.8532
H 2.2204 -8.8328 -1.7849
H 5.1764 -9.9999 1.0788
H -5.3164 1.6127 -0.0942
H -3.9214 -0.9280 0.8088
H 0.5717 0.0662 -0.5064
H 2.8857 -6.4665 -1.5021
H 5.8570 -7.6387 1.3401
H -8.8769 2.9560 4.4606
H -4.2407 4.1476 1.7517
H -1.0563 -0.1706 0.9762
H -7.5070 4.1774 3.0598
H 2.6631 -0.8358 3.5905
H -3.6615 3.5476 3.3855
H 1.9013 -1.1800 -7.2727
H -1.1897 5.0398 -0.9154
H -5.8042 1.2330 1.5583
H -4.1167 4.7290 -1.5328
H -1.3579 0.5145 2.5919
H 0.9918 1.5908 -3.0503
H -9.1752 2.6250 2.7296
H -5.7360 -1.0562 1.2132
H -8.1940 1.5026 3.7050
H 1.0026 -2.2731 -2.0386
H -5.1736 3.0445 2.7149
H -3.8620 0.8680 -1.9169
H 1.6416 -1.5100 -5.5249
H -2.4903 0.3549 -0.3830
H 0.0750 2.9199 -0.5507
H -5.1303 -0.6934 -0.4764
H 2.3752 1.2220 -2.0799

Results of the Mulliken charge analysis, in e, for atoms 1 through 2:
1. Cs 1.06
2. Cs 1.27


10.
This record from OMol25 describes C5H14BrCl4HfN3O23 as an isolated structure at a distorted geometry. The level of theory is ωB97M-V/def2-TZVPD.

Charge: -2
Gap between HOMO and LUMO in eV: 8.2
E_LUMO in eV: 3.73
Multiplicity: 1
Energy above the lowest of the compared OMol25 structures with the same formula, charge and spin in kJ/mol: 125.2
E_tot in eV: -178380.30938

Atoms and positions in Å:
Hf 15.0674 15.3649 26.5592
Br 13.4255 16.2566 24.4243
Cl 18.5896 15.6569 24.8012
Cl 12.3343 12.5569 26.3941
Cl 15.4729 19.4140 26.3318
Cl 16.8006 16.7477 29.8465
O 17.1473 15.6159 24.9778
O 15.2527 13.5986 24.4961
O 13.0294 13.7682 26.7619
O 15.6735 17.5319 30.2476
O 12.0420 11.8396 27.6073
O 18.8860 15.8120 23.4112
O 19.1778 14.4553 25.3466
O 11.1823 12.8785 25.6312
O 14.0682 19.6021 26.0289
O 11.5616 17.1444 27.5696
O 16.8922 15.5606 30.6373
O 19.0799 16.7856 25.4969
O 15.7508 17.9766 26.1790
O 13.2405 11.7402 25.6156
O 15.5947 19.6974 27.7234
O 18.0072 17.4870 29.9222
O 14.4423 14.7082 28.9259
O 16.3231 20.2044 25.5010
O 16.5829 16.3345 28.4696
O 13.6475 16.8779 27.9114
O 12.9926 14.8099 30.4679
O 17.0278 13.0716 23.4499
O 16.2161 13.4618 27.2453
N 15.8703 12.8863 23.7295
N 12.6122 17.4962 28.0450
N 13.9722 14.3015 29.9744
C 12.6808 18.7600 28.8151
C 16.5695 11.1001 26.5333
C 16.6121 12.1976 27.6226
C 14.5253 13.0788 30.5851
C 15.1471 11.7984 22.9994
H 11.8231 18.9138 29.4598
H 15.5233 10.7866 26.4801
H 15.9349 11.7954 28.3878
H 15.3158 12.1370 21.9794
H 14.1243 13.1086 31.5958
H 15.5996 13.2532 30.5961
H 16.9201 11.3501 25.5328
H 14.1190 12.2066 30.0807
H 12.7094 19.5044 28.0154
H 13.6466 18.8548 29.3070
H 17.0966 10.2048 26.8752
H 14.0989 11.8599 23.2789
H 15.5822 10.8343 23.2395
H 17.6226 12.2036 28.0430

Results of the natural (NBO) charge analysis, in e, for atoms 1 through 2:
1. Hf 2.31
2. Br -0.50